1.
Below is the ion C17H26ClN2O2 with charge +1, with properties calculated with the ωB97M-V functional and the def2-TZVPD basis.

Values from the calculation:
**Energy above the lowest of the compared OMol25 structures with the same formula, charge and spin**: 15.1 kcal/mol
**HOMO-LUMO gap**: 9.6 eV
**Net charge**: +1
**M**: 325.9 u
**Electronic energy**: -37641.6002 eV
**SMILES string**: C=CCc1cc(Cl)ccc1OCCNCC[NH+]1CCOCC1
**Lowest unoccupied orbital energy**: -0.0808 Eh

Positions of all 48 atoms, in Å:
C1 -3.22 -3.79 -0.40
C2 -2.39 -2.81 -0.13
C3 -1.93 -1.79 -1.15
C4 -2.25 -0.39 -0.70
C5 -3.55 -0.07 -0.31
C6 -3.87 1.21 0.11
Cl1 -5.48 1.58 0.58
C7 -2.89 2.20 0.15
C8 -1.60 1.89 -0.23
C9 -1.28 0.60 -0.64
O1 0.05 0.30 -0.97
C10 0.42 0.75 -2.27
C11 1.79 0.16 -2.64
N1 2.72 0.20 -1.52
C12 3.05 1.50 -0.96
C13 3.09 1.38 0.57
N2 1.92 0.61 1.05
C14 1.27 1.22 2.23
C15 0.06 0.38 2.66
O2 0.42 -0.95 2.91
C16 0.99 -1.54 1.77
C17 2.25 -0.80 1.35
H1 -3.52 -4.50 0.35
H2 -3.63 -3.94 -1.39
H3 -1.99 -2.68 0.86
H4 -2.43 -1.99 -2.10
H5 -0.85 -1.89 -1.30
H6 -4.31 -0.84 -0.34
H7 -3.15 3.20 0.47
H8 -0.84 2.66 -0.20
H9 0.44 1.84 -2.30
H10 -0.31 0.41 -3.01
H11 1.67 -0.89 -2.90
H12 2.16 0.70 -3.52
H13 3.56 -0.32 -1.76
H14 2.28 2.22 -1.24
H15 4.01 1.89 -1.32
H16 4.00 0.87 0.88
H17 3.09 2.38 1.01
H18 1.22 0.56 0.25
H19 0.95 2.24 2.00
H20 2.00 1.24 3.05
H21 -0.36 0.78 3.59
H22 -0.72 0.43 1.88
H23 1.23 -2.57 2.05
H24 0.27 -1.55 0.94
H25 2.67 -1.25 0.45
H26 2.98 -0.82 2.16

---

2.
Below is the ion C17H26F2NO3Si with charge -1 at a distorted geometry, with properties calculated with the ωB97M-V functional and the def2-TZVPD basis.

Values from the calculation:
**Energy above the lowest of the compared OMol25 structures with the same formula, charge and spin**: 0.0 kcal/mol
**HOMO-LUMO gap**: 7.2 eV
**Net charge**: -1
**M**: 358.5 u
**Electronic energy**: -38998.7278 eV
**SMILES string**: C[Si](C)(CCC(F)(F)N(CCCCO)CC(=O)[O-])c1ccccc1
**Lowest unoccupied orbital energy**: 0.0988 Eh

Positions of all 50 atoms, in Å:
C1 4.24 1.18 0.87
Si1 2.50 0.43 0.59
C2 1.84 -0.09 2.27
C3 1.48 1.79 -0.23
C4 0.02 1.88 0.29
C5 -1.03 1.72 -0.82
F1 -1.07 2.83 -1.65
F2 -0.61 0.69 -1.64
N1 -2.28 1.41 -0.24
C6 -3.23 0.91 -1.24
C7 -3.47 -0.64 -1.17
C8 -2.47 -1.41 -0.29
C9 -2.98 -1.69 1.12
O1 -4.00 -2.70 1.06
C10 -2.80 2.53 0.57
C11 -2.63 2.31 2.12
O2 -2.24 1.20 2.57
O3 -2.90 3.32 2.78
C12 2.81 -1.06 -0.55
C13 2.92 -0.85 -1.91
C14 3.18 -1.92 -2.75
C15 3.33 -3.17 -2.20
C16 3.19 -3.39 -0.86
C17 2.94 -2.33 -0.02
H1 4.89 0.36 1.18
H2 4.61 1.50 -0.11
H3 4.23 2.01 1.59
H4 2.63 -0.62 2.82
H5 0.93 -0.70 2.22
H6 1.59 0.82 2.83
H7 1.97 2.73 0.03
H8 1.54 1.74 -1.33
H9 -0.17 2.86 0.72
H10 -0.24 1.14 1.05
H11 -2.87 1.14 -2.25
H12 -4.21 1.39 -1.18
H13 -4.46 -0.81 -0.75
H14 -3.45 -1.06 -2.18
H15 -1.48 -0.96 -0.21
H16 -2.32 -2.39 -0.76
H17 -2.14 -2.13 1.68
H18 -3.31 -0.75 1.56
H19 -4.14 -3.05 1.95
H20 -2.28 3.47 0.37
H21 -3.86 2.73 0.42
H22 2.82 0.16 -2.30
H23 3.29 -1.73 -3.81
H24 3.56 -4.00 -2.86
H25 3.32 -4.38 -0.43
H26 2.84 -2.45 1.06

---

Please write out number 2 again, unchanged.
Below is the ion C17H26F2NO3Si with charge -1 at a distorted geometry, with properties calculated with the ωB97M-V functional and the def2-TZVPD basis.

Values from the calculation:
**Energy above the lowest of the compared OMol25 structures with the same formula, charge and spin**: 0.0 kcal/mol
**HOMO-LUMO gap**: 7.2 eV
**Net charge**: -1
**M**: 358.5 u
**Electronic energy**: -38998.7278 eV
**SMILES string**: C[Si](C)(CCC(F)(F)N(CCCCO)CC(=O)[O-])c1ccccc1
**Lowest unoccupied orbital energy**: 0.0988 Eh

Positions of all 50 atoms, in Å:
C1 4.24 1.18 0.87
Si1 2.50 0.43 0.59
C2 1.84 -0.09 2.27
C3 1.48 1.79 -0.23
C4 0.02 1.88 0.29
C5 -1.03 1.72 -0.82
F1 -1.07 2.83 -1.65
F2 -0.61 0.69 -1.64
N1 -2.28 1.41 -0.24
C6 -3.23 0.91 -1.24
C7 -3.47 -0.64 -1.17
C8 -2.47 -1.41 -0.29
C9 -2.98 -1.69 1.12
O1 -4.00 -2.70 1.06
C10 -2.80 2.53 0.57
C11 -2.63 2.31 2.12
O2 -2.24 1.20 2.57
O3 -2.90 3.32 2.78
C12 2.81 -1.06 -0.55
C13 2.92 -0.85 -1.91
C14 3.18 -1.92 -2.75
C15 3.33 -3.17 -2.20
C16 3.19 -3.39 -0.86
C17 2.94 -2.33 -0.02
H1 4.89 0.36 1.18
H2 4.61 1.50 -0.11
H3 4.23 2.01 1.59
H4 2.63 -0.62 2.82
H5 0.93 -0.70 2.22
H6 1.59 0.82 2.83
H7 1.97 2.73 0.03
H8 1.54 1.74 -1.33
H9 -0.17 2.86 0.72
H10 -0.24 1.14 1.05
H11 -2.87 1.14 -2.25
H12 -4.21 1.39 -1.18
H13 -4.46 -0.81 -0.75
H14 -3.45 -1.06 -2.18
H15 -1.48 -0.96 -0.21
H16 -2.32 -2.39 -0.76
H17 -2.14 -2.13 1.68
H18 -3.31 -0.75 1.56
H19 -4.14 -3.05 1.95
H20 -2.28 3.47 0.37
H21 -3.86 2.73 0.42
H22 2.82 0.16 -2.30
H23 3.29 -1.73 -3.81
H24 3.56 -4.00 -2.86
H25 3.32 -4.38 -0.43
H26 2.84 -2.45 1.06

---

> lowest unoccupied orbital energy of number 2 (C17H26F2NO3Si)?

0.0988 Eh

---

> The highest net charge belongs to which entry?

C17H26ClN2O2

---

> Which of these has the lowest net charge?

C17H26F2NO3Si